Density functional theory data (the ωB97M-V functional and the def2-TZVPD basis) for C30H65IN2O15S6 as an isolated structure in a non-equilibrium geometry.

## Properties
Charge: 0
Frontier orbital gap: 8.10 eV
Energy above the lowest of the compared OMol25 structures with the same formula, charge and spin: 3.617 eV
Molecular weight: 1013.16 u

Structure (XYZ):
```
119
C30H65IN2O15S6 | OMol25 | the ωB97M-V functional and the def2-TZVPD basis
C -37.32 -20.23 -20.75
C -37.62 -20.53 -19.22
O -38.43 -21.48 -18.98
N -36.84 -19.76 -18.20
H -35.81 -20.29 -18.00
H -36.48 -18.94 -18.67
C -37.52 -19.46 -17.02
H -37.41 -21.18 -21.37
H -36.39 -19.82 -20.82
H -38.05 -19.40 -21.18
H -38.51 -19.16 -17.31
H -37.35 -18.63 -16.51
H -37.48 -20.32 -16.31
C -34.64 -14.78 -19.87
C -34.15 -15.25 -18.49
O -33.13 -14.98 -18.03
N -35.08 -16.10 -17.73
H -35.67 -15.64 -17.37
H -35.70 -16.70 -18.51
C -34.38 -17.07 -16.77
H -33.86 -13.97 -19.95
H -35.53 -14.46 -19.93
H -34.59 -15.56 -20.46
H -33.92 -17.71 -17.32
H -35.01 -17.76 -16.31
H -33.58 -16.63 -15.94
I -33.86 -21.28 -17.36
O -36.51 -17.37 -19.40
H -36.68 -17.18 -20.23
C -35.27 -20.59 -11.99
C -35.01 -19.46 -11.04
C -35.62 -18.45 -11.67
S -35.14 -18.51 -13.41
O -33.93 -17.70 -13.57
O -36.33 -18.19 -14.15
C -34.81 -20.22 -13.39
H -36.15 -20.84 -11.93
H -34.66 -21.48 -11.51
H -33.92 -19.33 -10.64
H -35.53 -19.71 -10.01
H -35.09 -17.66 -11.11
H -36.60 -18.20 -11.71
H -33.81 -20.21 -13.69
H -35.18 -20.90 -14.29
C -39.26 -16.15 -13.26
C -38.28 -15.19 -12.63
C -37.24 -15.04 -13.47
S -38.09 -14.91 -15.10
O -37.03 -15.31 -16.01
O -38.69 -13.64 -15.32
C -39.47 -16.03 -14.73
H -40.24 -15.82 -12.74
H -38.93 -17.16 -12.88
H -38.05 -15.84 -11.66
H -38.95 -14.31 -12.54
H -36.55 -15.72 -13.57
H -36.59 -14.19 -13.17
H -39.26 -17.25 -15.09
H -40.19 -15.44 -15.12
C -41.26 -19.30 -20.24
C -40.62 -18.04 -19.82
C -41.09 -17.93 -18.44
S -42.80 -18.21 -18.57
O -43.59 -17.06 -18.96
O -43.17 -18.91 -17.36
C -42.75 -19.32 -20.00
H -40.68 -20.23 -19.76
H -41.03 -19.58 -21.37
H -41.13 -17.21 -20.41
H -39.43 -17.93 -19.64
H -41.25 -16.80 -17.99
H -40.70 -18.41 -17.58
H -43.29 -18.72 -20.65
H -43.15 -20.23 -19.81
C -41.93 -23.24 -21.44
C -42.16 -23.87 -20.13
C -40.97 -24.54 -19.73
S -40.14 -25.11 -21.18
O -40.30 -26.50 -21.23
O -38.82 -24.52 -21.42
C -41.17 -24.29 -22.29
H -41.62 -22.39 -21.20
H -42.91 -23.12 -21.82
H -42.97 -24.76 -20.34
H -42.67 -22.97 -19.53
H -41.18 -25.36 -19.13
H -40.00 -23.82 -19.17
H -41.86 -24.99 -22.77
H -40.73 -23.54 -23.02
C -33.25 -17.58 -22.92
C -32.87 -18.94 -23.09
C -33.55 -19.30 -24.32
S -35.21 -18.76 -24.16
O -36.05 -19.66 -23.47
O -35.66 -17.99 -25.37
C -34.86 -17.55 -22.99
H -32.96 -16.85 -23.62
H -32.87 -17.25 -21.93
H -32.98 -19.45 -22.08
H -31.86 -18.63 -23.26
H -33.58 -20.30 -24.37
H -33.32 -18.71 -25.19
H -35.34 -17.65 -22.07
H -35.10 -16.54 -23.46
C -34.53 -23.43 -20.97
C -33.75 -24.75 -21.03
C -32.68 -24.72 -21.98
S -33.24 -23.36 -23.10
O -33.51 -24.20 -24.33
O -32.31 -22.34 -23.33
C -34.67 -22.91 -22.33
H -33.96 -22.57 -20.35
H -35.50 -23.67 -20.26
H -34.42 -25.53 -21.21
H -33.37 -25.02 -19.97
H -32.58 -25.77 -22.45
H -31.76 -24.53 -21.41
H -35.51 -23.32 -22.87
H -34.78 -21.93 -22.44
```

Löwdin atomic charge list, values in e, 8 entries:
1 C 0.013
2 C -0.291
3 O 0.047
4 N -0.022
5 H -0.074
6 H 0.058
7 C -0.068
8 H 0.110

---

Density functional theory data (the ωB97M-V functional and the def2-TZVPD basis) for a 2-piece molecular cluster, C4H6Cl2Si overall in a non-equilibrium geometry.

## Properties
Spin multiplicity: 3
Charge: 0
Frontier orbital gap (alpha / beta): 8.20 / 8.66 eV
Energy above the lowest of the compared OMol25 structures with the same formula, charge and spin: 1.680 eV
Molecular weight: 153.08 u

Structure (XYZ):
```
13
C4H6Cl2Si | OMol25 | the ωB97M-V functional and the def2-TZVPD basis
C -2.33 -0.76 0.56
C 2.15 2.30 -0.11
C -1.34 -1.64 0.53
C 1.05 1.64 0.10
Si 0.12 -1.36 -0.69
Cl 1.94 -2.41 -0.10
Cl -0.23 -1.99 -2.51
H -3.11 -0.84 1.37
H -2.15 0.26 0.26
H 2.09 3.39 -0.27
H 3.18 1.96 -0.13
H -1.45 -2.57 1.06
H 0.07 2.01 -0.07
```

natural (NBO) atomic charge list, values in e, 8 entries:
1 C -0.353
2 C -0.529
3 C -0.643
4 C -0.072
5 Si 1.165
6 Cl -0.429
7 Cl -0.361
8 H 0.205

---

Density functional theory data (the ωB97M-V functional and the def2-TZVPD basis) for C39H20Cl2N11O7Zr as an isolated structure.

## Properties
Charge: +1
Frontier orbital gap (alpha / beta): 4.66 / 4.66 eV
Energy above the lowest of the compared OMol25 structures with the same formula, charge and spin: 0.000 eV
Molecular weight: 916.79 u

Structure (XYZ):
```
80
C39H20Cl2N11O7Zr | OMol25 | the ωB97M-V functional and the def2-TZVPD basis
Zr -0.20 -0.03 -0.21
C -3.92 -4.99 1.98
C -2.98 -5.79 1.30
C -1.82 -5.25 0.79
C -1.61 -3.88 0.97
C -0.52 -3.02 0.58
N -0.81 -1.73 0.99
C -2.01 -1.75 1.66
N -2.59 -0.73 2.27
C -2.09 0.49 2.28
C -2.64 1.59 3.05
C -3.73 1.68 3.91
C -4.00 2.92 4.46
C -3.21 4.04 4.17
C -2.13 3.95 3.32
C -1.85 2.71 2.77
C -0.84 2.28 1.82
N 0.06 3.08 1.30
C 1.05 2.70 0.53
N 1.36 1.41 0.16
C 2.55 1.42 -0.53
N 3.23 0.38 -0.95
C 2.81 -0.87 -0.83
N 1.58 -1.28 -0.41
C 1.56 -2.67 -0.40
N 0.57 -3.44 -0.03
C 2.84 -3.15 -0.88
C 3.34 -4.43 -1.08
C 4.63 -4.54 -1.54
C 5.43 -3.41 -1.78
C 4.94 -2.14 -1.57
C 3.63 -2.02 -1.12
C 2.99 2.80 -0.68
C 4.10 3.36 -1.30
C 4.23 4.73 -1.25
C 3.28 5.53 -0.60
C 2.18 4.98 0.03
C 2.05 3.60 -0.02
N -1.02 0.94 1.55
C -2.54 -3.09 1.64
C -3.71 -3.64 2.17
H -4.81 -5.45 2.37
H -3.19 -6.84 1.18
H -1.09 -5.86 0.27
H -4.33 0.81 4.14
H -4.84 3.03 5.14
H -3.47 4.99 4.62
H -1.52 4.81 3.08
H 2.73 -5.30 -0.88
H 5.06 -5.52 -1.72
H 6.44 -3.55 -2.14
H 5.55 -1.26 -1.75
H 4.83 2.73 -1.79
H 5.08 5.21 -1.72
H 3.42 6.60 -0.59
H 1.44 5.59 0.54
H -4.42 -3.02 2.70
O -7.56 0.99 -1.42
N -6.90 2.00 -1.27
O -7.33 3.11 -1.03
C -5.43 1.85 -1.27
C -4.64 2.96 -1.04
C -3.28 2.81 -1.05
C -2.63 1.56 -1.22
O -1.36 1.45 -1.11
C -3.51 0.46 -1.44
C -4.90 0.60 -1.47
N -2.99 -0.87 -1.67
O -1.77 -1.10 -1.53
O -3.73 -1.73 -2.05
N -2.43 3.99 -0.80
O -2.80 4.75 0.07
O -1.44 4.11 -1.49
H -5.08 3.93 -0.85
H -5.54 -0.25 -1.65
Cl 0.54 0.26 -3.06
C 0.86 -1.38 -3.73
Cl 2.52 -1.54 -4.27
H 0.18 -1.50 -4.57
H 0.66 -2.10 -2.95
```

Löwdin atomic charge list, values in e, 8 entries:
1 Zr 1.820
2 C -0.053
3 C -0.051
4 C 0.005
5 C -0.101
6 C -0.269
7 N -0.015
8 C -0.270